{
  "formula": "C9H12N3OS",
  "method": "ωB97M-V/def2-TZVPD",
  "elements": ["C", "C", "C", "C", "C", "C", "C", "C", "C", "N", "N", "N", "O", "S", "H", "H", "H", "H", "H", "H", "H", "H", "H", "H", "H", "H"],
  "xyz": [[3.6042, -0.2423, -0.2989], [2.5721, -0.4970, -1.2119], [3.2765, 0.0589, 0.9607], [1.2398, -0.5448, -0.8215], [1.9767, -0.0027, 1.4116], [0.9852, -0.4356, 0.5413], [-1.1174, -1.9090, 0.3134], [-0.3078, -0.7511, 1.0814], [-2.6328, -0.1719, -0.7676], [-2.0388, -1.4585, -0.6345], [-1.6101, 0.8691, -0.5347], [-1.2279, 0.8159, 0.8141], [-0.7627, -3.0064, 0.4384], [-4.1194, 0.3595, 0.3274], [4.6439, -0.1299, -0.5564], [2.9546, -0.4980, -2.2655], [4.0276, 0.4695, 1.6555], [0.3471, -0.6774, -1.4957], [1.6080, 0.2199, 2.4620], [-0.1568, -0.8364, 2.0863], [-2.8349, -0.0166, -1.8012], [-2.7438, -2.1778, -1.0174], [-0.8030, 0.7651, -1.1465], [-2.0516, 0.9764, 1.4431], [-0.6300, 1.6099, 1.0610], [-3.7531, 1.6103, 0.0041]],
  "mulliken_charge": [-0.56, -0.65, -0.36, -0.36, -0.58, 1.22, 0.10, -0.59, -0.40, -0.10, -0.46, -0.13, -0.47, -0.20, 0.41, 0.35, 0.37, 0.27, 0.29, 0.83, 0.56, 0.32, 0.31, 0.31, 0.33, 0.20],
  "charge": 1,
  "s_squared": 2.04,
  "homo_lumo_gap_ev": [6.4, 6.2],
  "multiplicity": 3
}